(1)
Computed, not measured: C5H11N as an isolated structure in a non-equilibrium geometry, with wB97M-V/def2-TZVPD.

```
17
Properties=species:S:1:pos:R:3
C -2.177 -0.013 -1.302
C -0.945 0.599 -0.612
C -0.379 -0.343 0.488
N 1.540 0.754 0.230
C 0.928 -0.061 1.340
C 2.645 0.129 0.285
H -1.935 -0.959 -1.806
H -2.559 0.663 -2.077
H -3.001 -0.211 -0.607
H -0.195 0.792 -1.386
H -1.205 1.580 -0.200
H -0.107 -1.267 -0.041
H -1.151 -0.566 1.217
H 1.057 0.374 2.350
H 1.260 -1.119 1.474
H 3.260 0.143 1.192
H 2.965 -0.494 -0.545
```

Its HOMO energy is -8.23 eV. The max |F| is 1.4 eV Å⁻¹. The energy relative to the best compared isomer or geometry (same formula, charge and spin) is 387.6 kJ/mol. The orbital gap comes out at 9.0997 eV. Its net charge is 0.

Atomic partial charges in e from the Löwdin method, atoms 1 to 8: atom 1 (C): -0.129, atom 2 (C): -0.275, atom 3 (C): -0.194, atom 4 (N): -0.064, atom 5 (C): -0.223, atom 6 (C): -0.089, atom 7 (H): 0.069, atom 8 (H): 0.067

(2)
Computed, not measured: C5H11N as an isolated structure, with wB97M-V/def2-TZVPD.

```
17
Properties=species:S:1:pos:R:3
C -1.434 -1.446 0.040
C -0.505 -0.511 0.741
C -0.542 1.777 -0.315
N 0.806 -0.639 0.631
C 1.604 -0.636 -0.574
C 1.706 0.424 0.484
H -0.980 -1.849 -0.870
H -1.703 -2.288 0.693
H -2.362 -0.928 -0.223
H -0.854 -0.027 1.651
H -1.152 1.305 -1.090
H -0.068 2.661 -0.772
H -1.192 2.137 0.489
H 1.097 -0.333 -1.494
H 2.296 -1.469 -0.668
H 2.562 0.532 1.143
H 0.722 1.291 0.132
```

Its HOMO energy is -7.28 eV. The max |F| is 0.3 eV Å⁻¹. The energy relative to the best compared isomer or geometry (same formula, charge and spin) is 504.9 kJ/mol. The orbital gap comes out at 8.0787 eV. Its net charge is 0.

Atomic partial charges in e from the Löwdin method, atoms 1 to 8: atom 1 (C): -0.059, atom 2 (C): -0.165, atom 3 (C): -0.112, atom 4 (N): -0.145, atom 5 (C): -0.110, atom 6 (C): -0.137, atom 7 (H): 0.080, atom 8 (H): 0.082

(3)
Computed, not measured: a 2-piece molecular cluster, C5H11N overall, with wB97M-V/def2-TZVPD.

```
17
Properties=species:S:1:pos:R:3
C 1.795 -0.838 1.746
C 0.845 1.445 -0.741
N -0.255 0.853 -0.386
C -1.630 1.178 -0.042
C -1.082 -0.176 -0.286
C -1.328 -1.266 -1.271
H 1.977 0.140 2.199
H 1.876 -1.616 2.510
H 2.539 -1.020 0.965
H 0.969 2.494 -0.506
H 1.642 0.857 -1.180
H -1.820 1.519 0.977
H -2.139 1.764 -0.820
H 0.789 -0.852 1.313
H -2.152 -1.903 -0.939
H -0.439 -1.900 -1.363
H -1.576 -0.879 -2.273
```

Its HOMO energy (alpha / beta) is -7.10 / -7.10 eV. The max |F| is 0.3 eV Å⁻¹. The energy relative to the best compared isomer or geometry (same formula, charge and spin) is 370.8 kJ/mol. The orbital gap (alpha / beta) comes out at 8.0634 / 8.0643 eV. Its net charge is 0.

Atomic partial charges in e from the Löwdin method, atoms 1 to 8: atom 1 (C): -0.055, atom 2 (C): 0.021, atom 3 (N): -0.168, atom 4 (C): -0.049, atom 5 (C): -0.268, atom 6 (C): -0.062, atom 7 (H): 0.018, atom 8 (H): 0.016

(4)
Computed, not measured: one molecule with the formula C5H11N in a non-equilibrium geometry, with wB97M-V/def2-TZVPD.

```
17
Properties=species:S:1:pos:R:3
C 1.050 -1.370 -0.862
C -0.464 -1.069 -0.785
C -0.716 0.316 -0.138
C -0.572 0.353 1.384
N 0.886 0.276 1.524
C -0.459 1.497 -1.031
H 1.298 -2.429 -1.042
H 1.375 -1.064 0.144
H 1.558 -0.765 -1.618
H -0.949 -1.860 -0.221
H -1.001 -0.966 -1.750
H -1.113 -0.427 1.952
H -0.972 1.324 1.727
H 1.179 1.074 2.084
H -1.265 1.773 -1.695
H -0.023 2.343 -0.497
H 0.545 0.903 -0.657
```

Its HOMO energy is -7.18 eV. The max |F| is 3.9 eV Å⁻¹. The energy relative to the best compared isomer or geometry (same formula, charge and spin) is 646.1 kJ/mol. The orbital gap comes out at 6.5203 eV. Its net charge is 0.

Atomic partial charges in e from the Löwdin method, atoms 1 to 8: atom 1 (C): -0.109, atom 2 (C): -0.201, atom 3 (C): -0.173, atom 4 (C): -0.352, atom 5 (N): -0.056, atom 6 (C): -0.020, atom 7 (H): 0.077, atom 8 (H): 0.035

(5)
Computed, not measured: one molecule with the formula C5H11N, with wB97M-V/def2-TZVPD.

```
17
Properties=species:S:1:pos:R:3
C -1.600 0.648 2.015
C -0.671 0.750 0.819
C -0.240 -0.597 0.241
N 0.629 -0.317 -0.852
C 1.976 -0.333 -1.221
C 0.831 -0.501 -2.222
H -2.525 0.127 1.742
H -1.871 1.640 2.388
H -1.125 0.091 2.831
H -1.139 1.311 0.000
H 0.246 1.299 1.074
H -1.111 -1.165 -0.113
H 0.256 -1.215 1.007
H 2.528 0.611 -1.184
H 2.593 -1.205 -0.961
H 0.486 0.329 -2.850
H 0.739 -1.475 -2.713
```

Its HOMO energy is -8.04 eV. The max |F| is 0.5 eV Å⁻¹. Its SMILES is CCCN1CC1. The energy relative to the best compared isomer or geometry (same formula, charge and spin) is 196.6 kJ/mol. The orbital gap comes out at 9.1843 eV. Its net charge is 0.

Atomic partial charges in e from the Löwdin method, atoms 1 to 8: atom 1 (C): -0.125, atom 2 (C): -0.267, atom 3 (C): -0.206, atom 4 (N): -0.191, atom 5 (C): -0.132, atom 6 (C): -0.133, atom 7 (H): 0.071, atom 8 (H): 0.068

(6)
Computed, not measured: one molecule with the formula C5H11N, with wB97M-V/def2-TZVPD.

```
17
Properties=species:S:1:pos:R:3
C 2.462 -0.548 0.306
C 1.276 -0.257 -0.609
C 0.018 -0.100 0.217
C -0.286 1.168 0.913
N -1.117 0.587 -0.414
C -2.480 0.085 -0.303
H 2.583 0.265 1.029
H 2.314 -1.480 0.865
H 3.392 -0.644 -0.263
H 1.451 0.680 -1.151
H 1.152 -1.055 -1.354
H -0.342 -1.049 0.630
H -0.918 1.482 -0.818
H -1.006 0.984 1.723
H -2.732 -0.623 -1.102
H -3.179 0.924 -0.334
H -2.589 -0.418 0.664
```

Its HOMO energy is -7.60 eV. The max |F| is 1.0 eV Å⁻¹. The energy relative to the best compared isomer or geometry (same formula, charge and spin) is 353.7 kJ/mol. The orbital gap comes out at 8.5721 eV. Its net charge is 0.

Atomic partial charges in e from the Löwdin method, atoms 1 to 8: atom 1 (C): -0.111, atom 2 (C): -0.236, atom 3 (C): -0.417, atom 4 (C): -0.013, atom 5 (N): -0.141, atom 6 (C): -0.060, atom 7 (H): 0.075, atom 8 (H): 0.072

(7)
Computed, not measured: C5H11N as an isolated structure in a non-equilibrium geometry, with wB97M-V/def2-TZVPD.

```
17
Properties=species:S:1:pos:R:3
C 1.856 -0.120 -0.947
C 1.128 -0.662 0.372
C -0.364 -0.343 0.489
C -0.909 1.181 0.618
N -1.702 1.552 -0.527
C -1.412 -1.260 0.245
H 1.334 0.662 -1.342
H 1.824 -1.013 -1.497
H 2.862 0.204 -0.845
H 1.742 -0.122 1.108
H 1.299 -1.737 0.531
H 0.061 1.800 0.672
H -1.392 1.247 1.615
H -1.668 2.551 -0.631
H -1.259 -2.294 0.246
H -2.420 -1.071 0.615
H -0.979 -0.575 -0.722
```

Its HOMO energy is -6.02 eV. The max |F| is 3.2 eV Å⁻¹. The energy relative to the best compared isomer or geometry (same formula, charge and spin) is 600.0 kJ/mol. The orbital gap comes out at 5.6621 eV. Its net charge is 0.

Atomic partial charges in e from the Löwdin method, atoms 1 to 8: atom 1 (C): -0.042, atom 2 (C): -0.159, atom 3 (C): -0.200, atom 4 (C): -0.411, atom 5 (N): -0.148, atom 6 (C): 0.065, atom 7 (H): 0.037, atom 8 (H): 0.055